1.
{
  "formula": "C40H47N9O5S2Si2Sr",
  "method": "ωB97M-V/def2-TZVPD",
  "lumo_ev": 4.25,
  "charge": -2,
  "homo_lumo_gap_ev": 5.49,
  "e_tot_ha": -3827.69654,
  "homo_energy_ha": -0.0458,
  "relative_energy_kj_mol": 42.1,
  "species": ["Sr", "C", "C", "N", "N", "C", "S", "N", "N", "H", "H", "H", "H", "H", "H", "C", "Si", "C", "C", "C", "C", "C", "C", "C", "Si", "C", "C", "H", "H", "H", "H", "H", "H", "H", "H", "H", "H", "H", "H", "H", "H", "H", "H", "C", "C", "C", "C", "C", "C", "C", "S", "O", "O", "N", "C", "C", "C", "C", "C", "C", "C", "C", "N", "C", "H", "H", "H", "H", "H", "H", "H", "H", "H", "H", "H", "H", "H", "O", "C", "O", "C", "C", "C", "C", "C", "N", "H", "H", "H", "H", "N", "C", "N", "C", "C", "O", "C", "C", "H", "H", "H", "H", "H", "H", "H", "H"],
  "positions_angstrom": [[0.194, -1.005, 0.458], [-4.505, 4.002, -1.273], [-3.151, 4.036, -0.668], [-2.769, 4.891, 0.203], [-1.396, 4.615, 0.416], [-1.056, 3.328, -0.143], [-0.837, 1.916, 1.171], [-2.155, 3.162, -1.051], [-2.483, 1.937, -1.644], [-5.117, 4.767, -0.801], [-4.965, 3.021, -1.150], [-4.441, 4.188, -2.347], [-1.160, 4.713, 1.393], [-2.313, 1.215, -0.942], [-1.830, 1.787, -2.411], [1.349, -1.289, 4.626], [0.622, 0.077, 3.476], [1.941, 1.459, 3.697], [-0.784, 0.815, 4.630], [-0.540, 0.820, 6.010], [-1.410, 1.378, 6.934], [-2.580, 1.977, 6.493], [-2.854, 1.985, 5.134], [-1.992, 1.405, 4.194], [-2.565, 1.448, 2.395], [-3.962, 2.698, 2.252], [-3.288, -0.172, 1.820], [1.820, -0.916, 5.545], [2.120, -1.836, 4.075], [0.578, -2.014, 4.900], [2.127, 1.689, 4.753], [1.646, 2.381, 3.189], [2.884, 1.125, 3.252], [0.378, 0.375, 6.378], [-1.170, 1.355, 7.992], [-3.271, 2.432, 7.194], [-3.773, 2.461, 4.810], [-4.769, 2.377, 2.918], [-4.368, 2.710, 1.242], [-3.672, 3.717, 2.506], [-4.226, -0.347, 2.360], [-2.662, -1.052, 1.972], [-3.542, -0.131, 0.754], [-4.277, -4.079, -1.949], [-2.912, -3.508, -2.191], [-1.846, -4.352, -2.482], [-0.554, -3.871, -2.554], [-0.307, -2.523, -2.326], [-1.362, -1.655, -2.093], [-2.657, -2.155, -2.030], [1.377, -1.960, -2.223], [2.102, -2.503, -3.356], [1.784, -2.513, -0.916], [1.296, -0.440, -2.022], [0.852, 0.435, -3.034], [0.609, 0.110, -4.350], [0.192, 1.070, -5.293], [0.055, 2.380, -4.879], [0.271, 2.741, -3.545], [0.298, 4.125, -3.111], [0.428, 4.435, -1.815], [0.376, 3.337, -0.785], [0.780, 2.034, -1.257], [0.623, 1.776, -2.549], [-4.525, -4.855, -2.676], [-5.047, -3.307, -1.988], [-4.281, -4.527, -0.952], [-2.039, -5.414, -2.588], [0.286, -4.526, -2.745], [-1.190, -0.601, -1.903], [-3.472, -1.477, -1.803], [0.770, -0.911, -4.677], [0.010, 0.781, -6.320], [-0.215, 3.157, -5.589], [0.283, 4.903, -3.871], [0.517, 5.461, -1.482], [1.020, 3.601, 0.067], [-2.131, -4.876, 0.453], [-1.316, -4.019, 0.820], [-1.526, -2.808, 1.106], [0.160, -4.442, 0.935], [0.579, -5.584, 0.270], [1.929, -5.889, 0.301], [2.792, -5.048, 0.991], [2.270, -3.921, 1.612], [0.973, -3.613, 1.584], [-0.155, -6.182, -0.250], [2.314, -6.758, -0.221], [3.858, -5.232, 1.021], [2.920, -3.216, 2.119], [4.351, -0.927, 1.181], [4.314, -0.678, 0.051], [4.268, -0.435, -1.253], [5.262, -1.103, -2.090], [6.507, -0.235, -2.178], [6.200, 1.065, -2.650], [5.241, 1.719, -1.815], [3.958, 0.918, -1.725], [4.812, -1.243, -3.075], [5.484, -2.084, -1.670], [7.232, -0.657, -2.876], [6.974, -0.167, -1.184], [5.057, 2.694, -2.265], [5.671, 1.864, -0.814], [3.508, 0.814, -2.713], [3.200, 1.374, -1.087]]
}



2.
{
  "formula": "C40H48N7S3SiTa",
  "method": "ωB97M-V/def2-TZVPD",
  "lumo_ev": -7.06,
  "charge": 2,
  "homo_lumo_gap_ev": 6.06,
  "e_tot_ha": -3477.01969,
  "homo_energy_ha": -0.4821,
  "relative_energy_kj_mol": 91.7,
  "species": ["Ta", "C", "S", "C", "S", "N", "N", "C", "C", "C", "C", "C", "C", "N", "H", "H", "H", "H", "H", "H", "H", "H", "C", "C", "C", "C", "C", "C", "C", "C", "C", "C", "N", "C", "C", "C", "C", "C", "N", "H", "H", "H", "H", "H", "H", "H", "H", "H", "H", "H", "H", "H", "H", "H", "H", "H", "C", "C", "N", "C", "S", "N", "C", "C", "H", "H", "H", "H", "H", "H", "H", "H", "H", "H", "H", "H", "C", "C", "C", "C", "C", "C", "Si", "C", "C", "C", "C", "C", "C", "H", "H", "H", "H", "H", "H", "H", "H", "H", "H", "H"],
  "positions_angstrom": [[-0.593, 0.341, 0.210], [-0.704, 5.236, 2.834], [0.184, 5.194, 1.266], [-0.205, 3.621, 0.629], [-0.929, 2.379, 1.613], [0.127, 3.430, -0.605], [-0.246, 2.175, -1.061], [-0.284, 2.071, -2.337], [-0.857, 0.858, -2.892], [-1.020, 0.694, -4.247], [-1.641, -0.463, -4.713], [-2.054, -1.398, -3.789], [-1.831, -1.166, -2.439], [-1.263, -0.054, -1.969], [-0.376, 6.155, 3.315], [-0.450, 4.392, 3.471], [-1.778, 5.281, 2.677], [0.031, 2.900, -2.961], [-0.664, 1.459, -4.923], [-1.786, -0.621, -5.773], [-2.537, -2.318, -4.086], [-2.109, -1.914, -1.719], [-3.982, -4.200, 0.925], [-3.320, -3.347, -0.160], [-4.103, -2.095, -0.496], [-5.262, -2.228, -1.251], [-6.027, -1.125, -1.592], [-5.649, 0.130, -1.155], [-4.494, 0.319, -0.398], [-4.192, 1.707, 0.105], [-3.768, 2.670, -1.003], [-3.714, -0.802, -0.110], [-2.473, -0.665, 0.656], [-2.556, -1.166, 1.880], [-1.422, -1.125, 2.685], [-1.132, -1.538, 3.980], [0.210, -1.211, 4.198], [0.671, -0.613, 3.039], [-0.310, -0.529, 2.099], [-3.380, -5.082, 1.142], [-4.968, -4.534, 0.604], [-4.119, -3.650, 1.857], [-3.249, -3.954, -1.068], [-2.292, -3.110, 0.127], [-5.567, -3.217, -1.571], [-6.929, -1.249, -2.176], [-6.272, 0.987, -1.380], [-3.432, 1.679, 0.882], [-5.092, 2.092, 0.589], [-2.834, 2.350, -1.469], [-3.619, 3.676, -0.612], [-4.520, 2.722, -1.790], [-3.494, -1.588, 2.221], [-1.811, -2.027, 4.660], [0.793, -1.412, 5.081], [1.670, -0.280, 2.817], [3.564, 2.681, 4.572], [2.461, 3.273, 3.706], [1.952, 2.339, 2.700], [2.517, 2.079, 1.527], [1.889, 0.878, 0.420], [3.637, 2.703, 1.186], [4.382, 2.599, -0.075], [5.473, 1.544, -0.027], [3.871, 3.405, 5.324], [4.447, 2.404, 3.994], [3.209, 1.788, 5.086], [2.776, 4.190, 3.202], [1.607, 3.552, 4.322], [1.088, 1.854, 2.892], [4.076, 3.265, 1.901], [4.796, 3.589, -0.265], [3.667, 2.392, -0.867], [6.138, 1.703, 0.823], [6.075, 1.592, -0.933], [5.048, 0.544, 0.044], [3.614, -4.547, 1.633], [3.900, -3.197, 1.776], [3.170, -2.249, 1.077], [2.131, -2.622, 0.220], [1.859, -3.991, 0.094], [2.591, -4.944, 0.787], [1.044, -1.538, -0.857], [1.748, -1.093, -2.544], [1.547, -2.033, -3.561], [1.983, -1.799, -4.859], [2.632, -0.613, -5.168], [2.852, 0.329, -4.171], [2.418, 0.088, -2.876], [4.188, -5.286, 2.176], [4.702, -2.883, 2.433], [3.422, -1.207, 1.200], [1.056, -4.326, -0.553], [2.361, -5.994, 0.667], [-0.090, -2.454, -1.164], [1.041, -2.968, -3.343], [1.823, -2.546, -5.626], [2.980, -0.429, -6.176], [3.373, 1.249, -4.404], [2.602, 0.839, -2.115]]
}



3.
{
  "formula": "C40H49BrInN5O6Si",
  "method": "ωB97M-V/def2-TZVPD",
  "lumo_ev": -6.13,
  "charge": 2,
  "homo_lumo_gap_ev": 7.12,
  "e_tot_ha": -5332.13231,
  "homo_energy_ha": -0.4867,
  "species": ["In", "C", "O", "C", "N", "C", "C", "C", "C", "C", "C", "C", "C", "C", "C", "C", "C", "N", "C", "N", "C", "C", "O", "C", "C", "C", "C", "C", "C", "H", "H", "H", "H", "H", "H", "H", "H", "H", "H", "H", "H", "H", "H", "H", "H", "H", "H", "H", "O", "C", "O", "C", "C", "N", "N", "C", "C", "O", "O", "H", "H", "H", "C", "C", "C", "C", "Si", "Br", "C", "C", "C", "C", "C", "C", "C", "C", "H", "H", "H", "H", "H", "H", "H", "H", "H", "H", "H", "H", "H", "H", "H", "H", "H", "H", "H", "H", "H", "H", "H", "H", "H", "H", "H"],
  "positions_angstrom": [[-1.472, 0.133, -0.883], [-2.626, 4.092, -3.298], [-3.450, 3.870, -2.140], [-2.995, 2.789, -1.551], [-1.988, 2.171, -2.055], [-1.654, 2.880, -3.317], [-1.889, 2.111, -4.590], [-1.126, 2.422, -5.709], [-1.452, 1.878, -6.941], [-2.523, 1.007, -7.058], [-3.260, 0.661, -5.935], [-2.950, 1.220, -4.706], [-3.650, 2.359, -0.318], [-4.617, 3.112, 0.330], [-5.148, 2.615, 1.511], [-4.713, 1.388, 1.987], [-3.750, 0.702, 1.260], [-3.231, 1.189, 0.139], [-3.223, -0.604, 1.662], [-2.279, -1.191, 1.044], [-2.016, -2.469, 1.749], [-3.106, -2.480, 2.844], [-3.740, -1.183, 2.732], [-1.961, -3.646, 0.795], [-2.811, -4.740, 0.869], [-2.698, -5.780, -0.045], [-1.736, -5.732, -1.039], [-0.861, -4.657, -1.099], [-0.967, -3.629, -0.180], [-2.124, 5.051, -3.184], [-3.267, 4.115, -4.175], [-0.616, 3.211, -3.259], [-0.296, 3.117, -5.622], [-0.868, 2.138, -7.815], [-2.764, 0.568, -8.014], [-4.082, -0.037, -6.018], [-3.557, 0.975, -3.840], [-4.933, 4.055, -0.091], [-5.895, 3.173, 2.059], [-5.105, 0.958, 2.897], [-1.026, -2.380, 2.204], [-2.701, -2.579, 3.848], [-3.880, -3.226, 2.695], [-3.570, -4.815, 1.636], [-3.374, -6.621, 0.022], [-1.660, -6.525, -1.770], [-0.104, -4.624, -1.870], [-0.267, -2.797, -0.208], [1.839, -2.278, -6.230], [0.659, -1.884, -5.729], [-0.369, -2.194, -6.240], [0.736, -1.011, -4.512], [1.616, 0.024, -4.279], [1.289, 0.575, -3.095], [0.246, -0.047, -2.541], [-0.137, -0.978, -3.405], [-1.276, -1.874, -3.016], [-1.405, -2.958, -3.515], [-2.045, -1.413, -2.044], [2.598, -2.060, -5.680], [2.442, 0.397, -4.863], [1.746, 1.330, -2.611], [4.279, -1.373, 1.270], [4.188, 0.123, 1.605], [3.948, 0.874, 0.285], [5.529, 0.566, 2.221], [2.817, 0.494, 2.897], [0.286, 0.967, 0.669], [2.011, -0.969, 3.842], [3.046, -1.500, 4.852], [0.761, -0.516, 4.611], [1.591, -2.103, 2.889], [2.628, 2.288, 3.547], [3.079, 3.302, 2.483], [3.520, 2.426, 4.795], [1.175, 2.634, 3.924], [5.105, -1.521, 0.571], [3.371, -1.734, 0.789], [4.489, -1.983, 2.149], [4.787, 0.668, -0.384], [3.883, 1.953, 0.420], [3.030, 0.532, -0.193], [6.328, 0.346, 1.510], [5.750, 0.025, 3.145], [5.560, 1.635, 2.434], [3.300, -0.751, 5.605], [3.972, -1.823, 4.372], [2.623, -2.364, 5.369], [1.000, 0.212, 5.386], [0.325, -1.384, 5.111], [0.011, -0.086, 3.944], [2.441, -2.666, 2.515], [1.021, -1.725, 2.038], [0.965, -2.807, 3.443], [4.117, 3.161, 2.182], [3.000, 4.305, 2.905], [2.437, 3.253, 1.602], [4.576, 2.261, 4.570], [3.228, 1.734, 5.589], [3.417, 3.440, 5.186], [0.485, 2.402, 3.112], [1.119, 3.706, 4.121], [0.849, 2.122, 4.825]]
}



4.
{
  "formula": "C40H49ClN9OSn",
  "method": "ωB97M-V/def2-TZVPD",
  "lumo_ev": -9.21,
  "charge": 3,
  "homo_lumo_gap_ev": 6.15,
  "e_tot_ha": -2795.11810,
  "homo_energy_ha": -0.5644,
  "relative_energy_kj_mol": 466.1,
  "species": ["Sn", "C", "C", "N", "C", "C", "N", "C", "C", "N", "C", "C", "N", "C", "C", "C", "C", "C", "C", "C", "N", "H", "H", "H", "H", "H", "H", "H", "H", "H", "H", "H", "H", "H", "H", "H", "H", "H", "H", "H", "H", "H", "H", "H", "N", "C", "C", "C", "C", "C", "C", "C", "C", "C", "H", "H", "H", "H", "C", "C", "C", "C", "C", "O", "C", "C", "C", "C", "C", "C", "Cl", "C", "C", "C", "N", "C", "N", "C", "N", "H", "H", "H", "H", "H", "H", "H", "H", "H", "H", "H", "H", "H", "H", "H", "H", "H", "H", "H", "H", "H", "H"],
  "positions_angstrom": [[-0.398, -0.094, 0.085], [-0.952, -3.203, 3.355], [-0.994, -2.110, 2.347], [-0.049, -1.745, 1.571], [1.283, -2.345, 1.529], [2.287, -1.232, 1.286], [1.883, -0.436, 0.107], [2.333, -0.931, -1.203], [1.724, -0.012, -2.248], [0.252, 0.043, -2.078], [-0.363, 1.245, -2.686], [-1.874, 1.196, -2.497], [-2.167, 0.672, -1.166], [-3.333, 0.695, -0.649], [-4.552, 1.270, -1.280], [-3.445, -0.002, 0.674], [-4.600, -0.091, 1.432], [-4.573, -0.860, 2.591], [-3.414, -1.538, 2.946], [-2.296, -1.395, 2.140], [-2.336, -0.635, 1.052], [0.027, -3.657, 3.456], [-1.665, -3.980, 3.066], [-1.261, -2.824, 4.331], [1.293, -3.090, 0.725], [1.541, -2.852, 2.455], [3.298, -1.634, 1.168], [2.286, -0.559, 2.144], [2.264, 0.503, 0.228], [2.014, -1.965, -1.319], [3.420, -0.912, -1.276], [1.982, -0.324, -3.260], [2.105, 1.002, -2.111], [-0.163, -0.801, -2.470], [-0.116, 1.310, -3.745], [0.060, 2.117, -2.183], [-2.343, 0.547, -3.242], [-2.278, 2.199, -2.628], [-4.313, 1.980, -2.066], [-5.179, 1.769, -0.543], [-5.144, 0.461, -1.720], [-5.508, 0.412, 1.133], [-5.459, -0.943, 3.206], [-3.393, -2.162, 3.828], [0.897, 9.112, 3.801], [0.753, 8.045, 3.403], [0.571, 6.710, 2.901], [-0.696, 6.130, 2.932], [-0.873, 4.849, 2.447], [0.218, 4.144, 1.930], [1.487, 4.730, 1.904], [1.663, 6.011, 2.389], [0.033, 2.820, 1.429], [-0.112, 1.681, 1.032], [-1.530, 6.686, 3.338], [-1.852, 4.390, 2.473], [2.331, 4.181, 1.510], [2.639, 6.475, 2.376], [-2.433, -6.757, -0.322], [-1.150, -7.497, -0.716], [-0.571, -8.131, 0.558], [-1.505, -8.615, -1.703], [-0.130, -6.497, -1.333], [0.268, -5.546, -0.330], [1.126, -7.199, -1.877], [2.222, -6.298, -2.453], [2.813, -5.250, -1.544], [3.095, -5.477, -0.197], [3.634, -4.482, 0.604], [3.932, -3.246, 0.045], [4.560, -1.968, 1.041], [3.739, -3.020, -1.305], [3.163, -4.016, -2.083], [-0.782, -5.646, -2.470], [-1.125, -4.306, -2.002], [-0.260, -3.368, -1.651], [-0.894, -2.371, -1.032], [-2.206, -2.780, -1.090], [-2.375, -3.942, -1.660], [-3.070, -7.428, 0.254], [-3.013, -6.428, -1.187], [-2.215, -5.884, 0.299], [-1.250, -8.909, 0.907], [-0.487, -7.409, 1.375], [0.397, -8.609, 0.406], [-2.350, -9.183, -1.313], [-0.684, -9.317, -1.846], [-1.803, -8.235, -2.683], [0.680, -6.046, 0.384], [0.838, -7.895, -2.667], [1.541, -7.824, -1.085], [1.878, -5.791, -3.357], [3.020, -6.959, -2.803], [2.891, -6.446, 0.244], [3.842, -4.665, 1.650], [4.068, -2.090, -1.749], [3.030, -3.846, -3.147], [-1.689, -6.093, -2.863], [-0.090, -5.515, -3.295], [0.806, -3.495, -1.772], [-3.040, -2.222, -0.702]]
}